Entry 1:
Formula: C8H12As2F18NO7Pt
Source: the Open Molecules 2025 dataset
Level of theory: wB97M-V/def2-TZVPD

Summary:
**Frontier orbital gap (alpha / beta)**: 6.902 / 7.281 eV
**Charge**: -3
**E_LUMO (alpha / beta)**: 0.25198 / 0.25194 Eh
**Spin multiplicity**: 3

The geometry in XYZ format:
```
49
Properties=species:S:1:pos:R:3:nbo_charge:R:1
Pt -0.2360 0.5521 -0.3675 1.45
As 0.3307 0.5339 3.6023 2.85
As -0.9959 0.1474 -4.1628 2.85
F -0.1116 2.1721 3.4794 -0.62
F -1.4731 -1.5115 -3.9572 -0.64
F 0.6559 -0.2998 -3.9253 -0.62
F -0.5270 1.7889 -4.3128 -0.62
F 0.3681 0.4001 1.8445 -0.64
F -1.3334 0.0799 3.5509 -0.63
F -1.9208 -4.2464 0.4171 -0.35
F 0.1690 -3.8250 0.9165 -0.34
F 0.2739 0.6004 5.3487 -0.65
F -1.4063 -2.8618 1.9949 -0.32
F -1.2223 0.3558 -2.4180 -0.64
F -2.6386 0.5999 -4.4482 -0.63
F 4.8049 2.4331 -0.8940 -0.36
F -0.7717 -0.1647 -5.8696 -0.65
F 3.2139 3.8403 -0.9322 -0.36
F 0.8071 -1.1297 3.7051 -0.64
F 1.9887 1.0136 3.6904 -0.63
F 3.5585 2.7624 0.8621 -0.32
O 1.2846 1.9508 -1.0804 -0.83
O -1.7350 -0.9749 0.2137 -0.59
O -1.8205 2.2071 0.1533 -0.61
O 2.4973 0.5416 0.1033 -0.56
O 0.1403 -1.6557 -0.7015 -0.83
O -3.4073 2.8571 1.4629 -0.54
O -1.8394 4.2336 0.8972 -0.52
N -2.3599 3.1100 0.8490 0.73
C -1.0566 -3.2692 0.7665 0.91
C -3.9473 -0.6248 -0.7557 -0.63
C 2.5169 1.5373 -0.9496 0.34
C -3.1044 -0.9322 0.4887 -0.06
C 3.5429 2.5990 -0.4523 0.92
C 3.4536 -0.4723 0.0241 -0.05
C 3.3760 -1.3370 1.2677 -0.62
C -1.0103 -2.1339 -0.2899 0.32
H 4.4823 -0.0709 -0.0362 0.13
H -4.9678 -0.4835 -0.3743 0.18
H 3.5990 -0.7363 2.1510 0.21
H 2.9467 1.0703 -1.8606 0.11
H 4.1118 -2.1394 1.1383 0.17
H -3.4650 -1.8589 0.9413 0.15
H -3.9212 -1.5347 -1.3590 0.19
H -1.6140 -2.4500 -1.1696 0.12
H 2.3888 -1.7759 1.4120 0.24
H 3.3253 -1.0833 -0.8819 0.16
H -3.6951 0.2948 -1.2715 0.25
H -3.2559 -0.1099 1.1892 0.22
```

Entry 2:
Formula: C8H12AsF8Mn2O6
Source: the Open Molecules 2025 dataset
Level of theory: wB97M-V/def2-TZVPD

Summary:
**Frontier orbital gap (alpha / beta)**: 7.340 / 7.323 eV
**Charge**: +1
**E_LUMO (alpha / beta)**: -0.22847 / -0.22910 Eh
**Spin multiplicity**: 11

The geometry in XYZ format:
```
37
Properties=species:S:1:pos:R:3:nbo_charge:R:1
As 5.0856 1.0014 -1.5859 2.82
Mn 1.9455 1.2985 0.4802 1.82
Mn 3.8110 -1.1863 2.7216 1.75
F 4.0082 0.3858 -2.7960 -0.61
F 4.9605 0.3802 2.3520 -0.81
F 4.7519 2.6807 -2.0449 -0.61
F 6.4741 0.8601 -2.6612 -0.60
F 3.6994 1.0884 -0.4487 -0.72
F 5.3333 -0.6548 -1.0063 -0.62
F 6.1019 1.5858 -0.3042 -0.60
F 2.2680 -0.3430 1.6434 -0.88
O -3.6377 1.0961 4.8402 -0.53
O 0.4251 0.0152 -0.5777 -0.78
O -3.4376 0.3885 2.7245 -0.49
O -1.7862 -0.0577 4.2126 -0.49
O -0.1131 -0.4801 -2.6898 -0.43
O -1.6947 0.1795 -1.3203 -0.46
C -3.0156 0.5163 4.0233 0.96
C -0.4057 -0.0588 -1.4673 1.04
C -1.2928 -0.4729 -3.5023 -0.09
C -1.2584 -0.4209 2.9074 0.08
C -2.4382 -0.2628 -2.4643 0.06
C -2.4953 -0.4289 2.0358 -0.11
C -3.3797 0.8752 -2.9060 -0.65
C -0.6189 -1.7953 3.0918 -0.64
H -1.3707 0.3269 -4.2353 0.21
H -2.9901 -1.4013 2.0751 0.20
H -1.2670 -1.4723 -3.9292 0.22
H 0.1036 -1.8546 2.2550 0.20
H -0.5336 0.3291 2.5821 0.15
H -3.0434 1.8379 -2.5181 0.24
H -1.2711 -2.5616 2.6753 0.24
H -2.2538 -0.0222 1.0577 0.20
H -2.9407 -1.2279 -2.4322 0.22
H -3.3631 1.0298 -3.9878 0.23
H 0.0853 -1.9742 3.8976 0.24
H -4.4459 0.8003 -2.6982 0.25
```

Entry 3:
Formula: C8H12B7F28Li3O6
Source: the Open Molecules 2025 dataset
Level of theory: wB97M-V/def2-TZVPD

Summary:
**Frontier orbital gap**: 7.167 eV
**Charge**: -4
**E_LUMO**: 0.24626 Eh

The geometry in XYZ format:
```
64
Properties=species:S:1:pos:R:3:nbo_charge:R:1
F -1.6445 0.0934 0.0642 -0.58
F -4.5207 -0.0202 2.7963 -0.57
F -2.9576 -1.4650 2.2141 -0.55
F -0.8429 -1.9820 -0.4167 -0.54
F 0.5732 -4.7735 2.9763 -0.59
F -0.4149 -3.8824 -3.5481 -0.60
F -4.2306 -3.9723 -2.5784 -0.59
F 3.5892 2.5049 2.4247 -0.55
F 0.8025 -5.7032 0.9642 -0.56
F -3.3892 -1.8360 -2.1521 -0.58
F 4.1645 -2.3872 2.3410 -0.55
F 1.7380 3.6962 2.1070 -0.57
F 4.8659 -0.2647 2.3498 -0.57
F 2.1189 1.8721 0.7930 -0.58
F 1.5494 1.6554 2.8866 -0.57
F 2.9519 -0.8085 1.3682 -0.60
F -5.0259 -2.2873 2.3281 -0.58
F 4.9074 -1.3380 0.4502 -0.59
F 0.3515 -5.8964 -2.6168 -0.55
F 0.6731 -0.2810 -0.2952 -0.57
F -4.4398 -0.7273 0.7091 -0.60
F -3.5924 -3.3317 -0.4717 -0.54
F 0.3475 -3.5528 1.3529 -0.58
F -1.0586 -4.4103 -1.6434 -0.56
F -5.4436 -2.4844 -1.5645 -0.57
F 2.4001 -4.4313 1.8829 -0.56
F -1.8402 -5.5008 -3.3443 -0.56
F -0.9092 -0.4440 -1.9048 -0.55
O -0.6259 4.7967 3.3045 -0.59
O 4.4552 3.7149 -4.6905 -0.67
O -2.8159 4.7262 2.9245 -0.51
O -1.4927 3.2827 1.9151 -0.44
O 5.7202 2.2317 -3.4501 -0.50
O 3.5713 2.2506 -3.2233 -0.46
C 3.1804 0.0259 -2.4366 -0.64
C 5.5118 1.1358 -2.6177 -0.10
C 4.5635 2.8222 -3.7970 0.98
C -4.6580 4.8622 1.6477 -0.61
C -2.8308 3.0848 1.3640 -0.11
C -1.5788 4.2445 2.8060 0.96
C 4.0122 1.2904 -2.2599 0.07
C -3.7464 3.8215 2.3393 0.05
B -4.2603 -1.0990 2.0379 1.33
B -0.6384 -0.6288 -0.6178 1.30
B 4.2382 -1.2245 1.6399 1.32
B -0.6847 -5.0094 -2.7975 1.30
B 2.2809 2.4295 2.0381 1.31
B 1.0738 -4.6539 1.7348 1.29
B -4.1340 -2.8575 -1.6700 1.31
Li 0.0993 -2.8310 -1.9098 0.95
Li -3.1228 -0.8761 -0.6890 0.93
Li 1.2967 0.2540 1.4085 0.94
H 3.9973 1.7266 -1.2611 0.23
H -4.1788 3.1405 3.0723 0.21
H -5.5991 4.4443 1.2902 0.20
H -2.8217 3.4007 0.3208 0.18
H -4.9502 5.6046 2.3904 0.21
H 2.1166 0.1944 -2.2691 0.25
H 5.8236 0.1939 -3.0691 0.18
H 3.2353 -0.3108 -3.4718 0.19
H -4.2117 5.2904 0.7502 0.21
H 3.5089 -0.8101 -1.8191 0.27
H -3.0194 2.0202 1.2260 0.25
H 5.9610 1.2699 -1.6336 0.21
```

Entry 4:
Formula: C8H12Br4Cl12
Source: the Open Molecules 2025 dataset
Level of theory: wB97M-V/def2-TZVPD

Summary:
**Frontier orbital gap**: 9.639 eV
**E_LUMO**: -0.00454 Eh
**ΔE to the lowest compared entry with this formula, charge and spin**: 169.6 kcal per mole

The geometry in XYZ format:
```
36
Properties=species:S:1:pos:R:3:nbo_charge:R:1
Br 3.0063 0.4737 0.8025 -0.06
Br -0.8560 -4.0459 2.8913 -0.02
Br 3.5030 3.4091 -2.8165 -0.03
Br 1.3858 0.0796 3.7098 -0.01
Cl -1.7652 -1.6843 -5.6868 0.04
Cl -1.1420 -2.2271 -0.3593 0.04
Cl -0.1012 1.8270 -1.1331 0.02
Cl -3.6141 -3.7045 -0.6464 0.03
Cl -0.9237 -0.4305 -3.2095 0.03
Cl -0.8017 2.6473 2.7343 0.00
Cl 1.4225 -0.7496 -1.4471 0.02
Cl -3.5865 -1.7717 -3.3056 -0.02
Cl -3.1067 -2.3978 1.7929 0.02
Cl -0.8842 4.9536 1.1395 0.03
Cl -0.2160 -0.0565 1.0289 0.05
Cl 1.3690 3.0784 0.7628 0.04
C -0.1925 -2.3867 3.7271 -0.43
C 3.3273 1.2959 -1.0316 -0.43
C 0.8395 -1.6623 2.8527 -0.45
C 2.6868 2.7009 -1.1545 -0.43
C 0.0007 0.1045 -0.7398 -0.32
C -2.8370 -2.3111 0.0488 -0.30
C -0.3380 3.2954 1.1647 -0.31
C -2.3118 -0.8165 -4.2247 -0.25
H 1.6556 2.7041 -1.5076 0.23
H -3.3291 -1.4531 -0.4092 0.23
H -2.7513 0.1649 -4.4032 0.23
H 1.6970 -2.3176 2.7001 0.23
H 2.9021 0.6259 -1.7789 0.22
H 0.2438 -2.7581 4.6544 0.23
H 2.7846 3.2536 -0.2201 0.20
H -1.1018 -1.8402 3.9771 0.22
H 4.4141 1.2132 -1.0218 0.24
H 0.3541 -1.5065 1.8893 0.22
H -0.9026 2.6564 0.4857 0.23
H -0.8311 -0.3635 -1.2663 0.26
```

Entry 5:
Formula: C8H12BrClN4
Source: the Open Molecules 2025 dataset
Level of theory: wB97M-V/def2-TZVPD

Summary:
**Frontier orbital gap**: 8.970 eV
**Structure (SMILES)**: CC[C@@H](Br)c1nnc([C@@H](Cl)CC)nn1
**E_LUMO**: -0.03834 Eh
**ΔE to the lowest compared entry with this formula, charge and spin**: 104.9 kcal per mole

The geometry in XYZ format:
```
26
Properties=species:S:1:pos:R:3:nbo_charge:R:1
Br -2.9137 -1.5736 2.0651 0.00
Cl 3.7388 1.4199 1.8025 -0.08
N -0.4695 1.2926 1.8273 -0.16
N -0.6338 0.0869 -0.4885 -0.18
N 0.6320 0.3283 -0.7047 -0.18
N 0.7966 1.5350 1.6121 -0.16
C 2.9205 1.2797 0.1147 -0.20
C -2.7204 0.2019 1.0787 -0.27
C 3.3124 -1.4530 -0.0879 -0.65
C -1.1100 0.5634 0.7745 0.29
C -3.5939 -1.0027 -1.2568 -0.65
C 3.6494 0.0426 -0.6802 -0.43
C -3.6680 0.3051 -0.2537 -0.44
C 1.2814 1.0205 0.3672 0.30
H 3.4617 0.1556 -1.8329 0.23
H -3.5232 1.3229 -0.8410 0.23
H -3.7552 -2.0321 -0.7134 0.23
H -2.6015 -0.9883 -1.9204 0.23
H 3.1509 -1.4234 1.0715 0.23
H -4.7939 0.3376 0.1421 0.22
H 4.8230 0.1969 -0.5258 0.23
H 4.2047 -2.1957 -0.3323 0.23
H -4.4780 -0.8485 -2.0447 0.21
H -3.1496 1.0046 1.8515 0.26
H 3.0794 2.3337 -0.4039 0.25
H 2.3599 -1.9098 -0.6211 0.22
```

Entry 6:
Formula: C8H12BrN2O3
Source: the Open Molecules 2025 dataset
Level of theory: wB97M-V/def2-TZVPD

Summary:
**Frontier orbital gap (alpha / beta)**: 5.450 / 5.454 eV
**Charge**: -1
**E_LUMO (alpha / beta)**: 0.10841 / 0.10841 Eh

The geometry in XYZ format:
```
26
Properties=species:S:1:pos:R:3:nbo_charge:R:1
Br 4.6248 1.4795 1.6468 0.03
O 4.8621 -1.7992 -0.2763 -0.58
O -1.7903 -1.8985 0.6184 -0.67
O -0.4638 -0.3773 -0.5692 -0.54
N 0.3401 -2.3074 0.4162 -0.61
N 3.1499 0.8414 0.8389 -0.97
C -2.7422 0.5945 -1.0338 -0.65
C -1.6297 0.9801 1.1730 -0.65
C -0.7135 1.9709 -0.9680 -0.63
C -1.4410 0.7339 -0.3725 0.27
C -0.7431 -1.5211 0.1916 0.89
C 2.4577 -1.0730 -0.3592 -0.35
C 1.7161 -2.0470 0.2864 -0.08
C 3.8849 -1.1020 -0.0654 0.67
H -0.6373 0.6903 1.6228 0.25
H -2.3227 0.3252 1.5997 0.22
H -0.0025 2.3839 -0.1990 0.24
H -1.3519 2.7396 -1.2280 0.20
H 2.2677 -2.8599 0.6999 0.18
H -3.2296 -0.3691 -0.7761 0.24
H -2.7820 0.6636 -2.1691 0.21
H -3.1796 1.4742 -0.4694 0.21
H -0.3520 1.7022 -1.9757 0.22
H -2.1039 1.9956 1.3320 0.21
H 0.1026 -3.1145 0.9538 0.40
H 2.0793 -0.1058 -0.9180 0.29
```

Entry 7:
Formula: C8H12Cl2N2O3PrSYb
Source: the Open Molecules 2025 dataset
Level of theory: wB97M-V/def2-TZVPD

Summary:
**Frontier orbital gap (alpha / beta)**: 4.792 / 5.484 eV
**Charge**: +4
**E_LUMO (alpha / beta)**: -0.56237 / -0.53696 Eh
**Spin multiplicity**: 4

The geometry in XYZ format:
```
30
Properties=species:S:1:pos:R:3:mulliken_spin:R:1
Yb 0.2275 0.3071 -0.3818 1.00
Pr 0.1255 1.0850 -7.2111 2.05
Cl 2.0436 -1.1775 -0.3067 0.01
Cl -0.7522 3.4093 -6.7820 -0.05
S 0.1968 2.4174 1.0891 0.00
O -0.6865 1.5943 -10.5766 0.00
O -1.0739 -2.1588 2.0773 0.00
O 0.8267 -2.1020 -9.0722 0.00
N 1.2390 0.9924 3.1043 0.00
N -0.9725 1.7191 3.3743 0.00
C 2.0596 -0.5662 4.8158 0.00
C -1.4663 0.6467 4.2878 0.00
C 0.1577 1.6588 2.6366 0.00
C 0.6031 -1.1208 -8.4970 0.00
C -0.7783 -1.3086 1.3515 0.00
C 1.6255 0.8641 4.5339 0.00
C -1.9890 1.3419 5.5418 0.00
C -0.4268 1.4601 -9.4459 0.00
H -0.6673 -0.0652 4.5154 0.00
H -2.2614 0.0796 3.7743 0.00
H -2.8306 1.9910 5.2641 0.00
H -2.3342 0.6176 6.2915 0.00
H -1.2028 1.9686 5.9893 0.00
H 0.8007 1.1696 5.1821 0.00
H 1.2717 -1.2834 4.5430 0.00
H -1.7459 2.1627 2.8672 0.00
H 2.0706 1.1020 2.5070 0.00
H 2.3064 -0.7037 5.8783 0.00
H 2.4570 1.5623 4.7206 0.00
H 2.9550 -0.7944 4.2218 0.00
```

Entry 8:
Formula: C8H12Cl6O7S
Source: the Open Molecules 2025 dataset
Level of theory: wB97M-V/def2-TZVPD

Summary:
**Frontier orbital gap**: 10.904 eV
**Structure (SMILES)**: C[C@H]1COC(=O)O1.O=S1(=O)OCCO1.ClC(Cl)Cl.ClC(Cl)Cl
**E_LUMO**: 0.01090 Eh
**ΔE to the lowest compared entry with this formula, charge and spin**: 0.0 kcal per mole

The geometry in XYZ format:
```
34
Properties=species:S:1:pos:R:3:nbo_charge:R:1
Cl 26.8294 5.2699 4.7322 0.00
Cl 24.4585 4.0629 11.2092 0.01
Cl 28.7008 4.0501 6.5695 0.03
Cl 25.5395 6.7697 11.5705 0.01
Cl 26.1711 4.6983 13.4987 0.01
Cl 29.5709 6.1136 4.7537 0.00
S 35.6818 7.8792 13.6154 2.52
O 30.4474 6.5576 9.5642 -0.50
O 28.3011 6.4006 8.9332 -0.60
O 34.6987 7.9721 14.6561 -0.89
O 36.7346 6.7458 14.0298 -0.68
O 35.1702 7.6982 12.2709 -0.89
O 28.9168 5.9234 11.0394 -0.50
O 36.7478 9.0721 13.6090 -0.68
C 29.1386 6.2750 9.7543 0.98
C 38.0059 7.2398 14.3726 -0.10
C 37.8935 8.7595 14.4109 -0.10
C 28.2552 5.5137 5.7604 -0.29
C 25.8132 5.0313 11.8027 -0.28
C 32.2623 7.2150 11.1220 -0.62
C 31.2211 6.1686 10.7409 0.07
C 30.1240 5.9583 11.7692 -0.10
H 37.7505 9.2304 15.3833 0.20
H 38.4499 6.8219 15.2787 0.21
H 32.7596 7.5362 10.2125 0.24
H 32.8784 6.7016 11.8593 0.23
H 30.3319 5.0607 12.3546 0.20
H 38.7364 9.1879 13.8700 0.21
H 31.8041 8.0619 11.6316 0.21
H 38.7547 6.9470 13.6271 0.19
H 30.0483 6.8138 12.4477 0.19
H 26.6392 4.7621 11.1584 0.24
H 28.0521 6.2871 6.4923 0.25
H 31.7211 5.2758 10.3553 0.19
```